{"formula": "C2H3NOS", "method": "ωB97M-V/def2-TZVPD", "elements": ["C", "C", "N", "O", "S", "H", "H", "H"], "positions_angstrom": [[1.5765, -0.6462, -0.1945], [-1.6204, 0.0937, 0.3806], [0.8461, -1.4714, 0.0488], [-1.2941, 1.0383, -0.2991], [2.6206, 0.6052, -0.5661], [1.4520, 1.4566, -0.6993], [-1.9074, -0.9129, -0.1054], [-1.6733, -0.1633, 1.4350]], "nbo_charge": [0.054, 0.302, -0.338, -0.524, 0.077, 0.210, 0.092, 0.126], "lumo_ev": 0.405, "smiles": "N#CS.C=O", "gap_ev": 10.49, "e_above_lowest_ev": 1.876, "homo_ha": -0.37059}